91
Properties=species:S:1:pos:R:3:forces:R:3:lowdin_charge:R:1 method="wB97M-V/def2-TZVPD" e_above_lowest_ev=0.0000 multiplicity=2 charge=-1 lumo_ev="2.2 / 2.0" orbital_gap_ev="6.13 / 6.53"
Mg 0.281 -0.550 -0.098 -0.15 0.56 0.40 0.529
C 1.078 -2.727 3.771 0.03 0.01 0.04 -0.025
C -0.314 -2.716 3.226 0.01 0.07 -0.05 -0.265
N -1.305 -3.079 3.994 -0.05 -0.03 0.06 0.110
C -2.560 -3.064 3.490 -0.04 -0.01 -0.01 -0.116
C -2.858 -2.734 2.198 0.03 0.00 -0.06 -0.154
C -4.295 -2.755 1.744 0.01 -0.02 0.03 -0.236
O -4.859 -1.466 1.580 0.06 0.10 -0.10 -0.084
C -1.796 -2.349 1.331 -0.16 -0.02 -0.05 -0.077
C -2.088 -2.118 -0.066 -0.08 -0.08 0.07 -0.094
N -1.238 -1.728 -0.951 -0.03 0.20 -0.12 -0.016
C -1.640 -1.482 -2.278 0.10 -0.13 0.15 -0.325
C -2.931 -1.098 -2.633 -0.08 0.02 -0.05 -0.044
C -3.236 -0.795 -3.950 -0.02 0.02 0.01 -0.079
C -2.257 -0.854 -4.930 0.05 0.00 -0.01 -0.095
C -0.963 -1.224 -4.591 -0.04 0.00 0.01 -0.152
C -0.664 -1.538 -3.275 -0.03 -0.01 -0.11 -0.611
I 1.282 -2.094 -2.775 0.07 -0.05 -0.09 1.073
C -0.488 -2.282 1.862 0.19 -0.14 -0.03 -0.294
O 0.560 -1.910 1.207 -0.04 -0.22 0.26 -0.110
H 1.074 -3.177 4.761 0.00 0.00 0.01 0.074
H 1.471 -1.711 3.833 0.00 0.04 0.00 0.066
H 1.747 -3.275 3.105 0.01 -0.03 0.00 0.079
H -3.352 -3.349 4.174 -0.01 0.00 0.02 0.102
H -4.893 -3.260 2.505 0.02 0.02 0.00 0.112
H -4.405 -3.342 0.822 0.01 -0.01 0.01 0.109
H -4.205 -0.867 1.171 -0.05 -0.01 0.06 -0.018
H -3.106 -2.343 -0.382 0.01 -0.05 -0.04 0.116
H -3.680 -0.976 -1.864 0.02 0.00 0.02 0.081
H -4.240 -0.481 -4.202 -0.01 0.00 -0.01 0.103
H -2.488 -0.593 -5.954 -0.01 0.00 -0.02 0.099
H -0.185 -1.258 -5.339 0.01 0.00 -0.03 0.090
C 4.183 5.624 0.437 0.03 0.04 0.00 -0.063
C 3.463 4.349 0.098 -0.06 -0.13 -0.02 -0.278
C 3.840 3.550 -0.968 0.01 0.04 0.08 -0.020
C 3.192 2.350 -1.280 0.13 0.10 -0.08 -0.085
C 3.566 1.637 -2.524 -0.03 0.04 -0.13 -0.304
O 2.740 1.229 -3.317 0.02 -0.01 0.07 0.065
C 5.031 1.482 -2.848 -0.06 -0.04 0.00 -0.146
C 6.000 1.418 -1.854 0.02 -0.02 0.03 -0.029
C 7.331 1.216 -2.189 0.01 0.00 -0.01 -0.082
C 7.700 1.094 -3.521 0.01 0.01 0.00 -0.097
C 6.734 1.161 -4.518 0.00 0.00 0.00 -0.085
C 5.404 1.345 -4.181 0.02 -0.02 0.00 -0.020
C 2.150 1.876 -0.460 -0.17 0.08 0.27 -0.302
O 1.629 0.701 -0.561 0.13 -0.30 -0.57 -0.136
C 1.709 2.739 0.582 -0.06 0.10 0.07 -0.121
C 2.366 3.922 0.852 0.03 0.00 -0.02 0.015
C 0.540 2.249 1.340 0.13 -0.02 0.02 -0.144
N -0.677 2.177 0.653 -0.13 -0.36 -0.08 -0.172
C -1.087 3.346 -0.136 -0.10 0.04 0.08 -0.277
C -0.953 3.043 -1.621 -0.03 0.10 -0.09 -0.507
Te -1.729 4.616 -2.836 -0.08 0.00 0.00 1.245
C -0.066 5.859 -2.479 0.09 -0.02 0.00 -0.573
C -0.197 7.077 -1.820 -0.02 0.00 -0.01 -0.154
C 0.920 7.866 -1.578 -0.01 0.03 0.00 -0.098
C 2.175 7.440 -1.984 0.02 0.02 -0.01 -0.109
C 2.313 6.220 -2.631 0.00 0.00 0.00 -0.093
C 1.198 5.436 -2.883 -0.01 0.01 0.01 -0.141
C 0.652 1.712 2.653 -0.01 0.09 -0.05 -0.151
C 1.920 1.582 3.264 0.08 -0.01 0.06 -0.019
C 2.043 1.120 4.559 0.00 -0.01 -0.02 -0.104
C 0.918 0.755 5.292 0.00 -0.04 -0.01 -0.111
C -0.339 0.860 4.701 -0.03 -0.01 0.00 -0.086
C -0.479 1.331 3.412 -0.06 -0.04 0.07 -0.016
H 4.998 5.812 -0.264 0.00 0.01 -0.02 0.073
H 4.615 5.584 1.440 0.01 -0.01 0.01 0.074
H 3.512 6.484 0.408 -0.03 0.02 -0.02 0.062
H 4.665 3.870 -1.598 0.00 0.00 0.00 0.119
H 5.705 1.514 -0.817 0.00 0.00 0.01 0.119
H 8.080 1.153 -1.410 0.01 0.00 0.01 0.099
H 8.740 0.946 -3.783 0.01 -0.01 -0.01 0.096
H 7.020 1.063 -5.557 0.01 0.00 -0.02 0.098
H 4.630 1.377 -4.936 -0.01 0.00 -0.01 0.116
H 2.012 4.530 1.681 0.01 0.02 0.01 0.133
H -0.456 4.185 0.157 -0.02 0.05 -0.07 0.113
H -2.125 3.588 0.103 0.07 -0.05 0.02 0.074
H -1.525 2.154 -1.877 -0.04 0.02 -0.04 0.009
H 0.079 2.891 -1.934 0.06 -0.01 0.09 0.044
H -1.173 7.404 -1.485 -0.01 0.00 0.01 0.085
H 0.808 8.812 -1.062 0.00 0.01 0.00 0.098
H 3.047 8.052 -1.788 0.01 0.01 0.00 0.099
H 3.290 5.873 -2.941 0.03 0.00 0.00 0.102
H 1.313 4.485 -3.389 0.02 -0.02 -0.02 0.097
H 2.806 1.844 2.701 -0.01 0.00 -0.01 0.112
H 3.030 1.028 4.998 0.00 0.00 0.01 0.097
H 1.019 0.374 6.300 0.00 0.00 0.02 0.094
H -1.222 0.563 5.252 0.00 0.00 0.02 0.103
H -1.466 1.411 2.979 0.01 0.00 0.00 0.101
S -2.957 1.005 0.114 0.00 -0.12 0.07 0.644
C -1.335 0.966 0.562 0.16 0.21 -0.12 -0.612